[1]
Here is C5H7N in the gas phase in a non-equilibrium geometry from the OMol25 dataset. Energies are from the ωB97M-V functional and the def2-TZVPD basis.

```
13
C5H7N | the OMol25 dataset | the ωB97M-V functional and the def2-TZVPD basis
C -1.2671 0.2533 -0.2955
C -0.5581 -0.5575 -1.0959
C 0.8733 -0.4269 -0.7326
N 1.4178 -1.0980 0.3970
C 0.8777 0.5717 0.3301
C -0.4958 0.6354 0.9553
H -2.2407 0.6614 -0.5027
H -0.9028 -1.1828 -1.9077
H 1.6246 -0.3072 -1.5104
H 0.6722 -1.5003 0.9702
H 1.3562 1.5641 0.1978
H -0.7967 1.5692 1.4504
H -0.5672 -0.1436 1.7353
```

ΔE to the lowest compared entry with this formula, charge and spin in kcal per mole: 78.9
Energy in eV: -6785.090
LUMO energy in eV: 1.04
SMILES: C1=C[C@@H]2N[C@@H]2C1
Charge: 0


[2]
Here is C5H7N in the gas phase from the OMol25 dataset. Energies are from the ωB97M-V functional and the def2-TZVPD basis.

```
13
C5H7N | the OMol25 dataset | the ωB97M-V functional and the def2-TZVPD basis
C -1.5648 1.0040 1.8116
C -0.7790 0.6005 0.9890
C 0.0698 0.0549 -0.0476
C -0.5306 -0.1182 -1.4230
C 1.1373 -0.9238 0.2525
N 1.4777 0.4405 -0.1932
H -2.2731 1.3405 2.5343
H -0.9001 0.8434 -1.7818
H -1.3200 -0.8744 -1.4442
H 0.2929 -0.4241 -2.0756
H 1.4686 -1.2090 1.2432
H 1.1724 -1.7249 -0.4828
H 1.7488 0.9907 0.6176
```

ΔE to the lowest compared entry with this formula, charge and spin in kcal per mole: 68.7
Energy in eV: -6785.534
LUMO energy in eV: 1.09
SMILES: C#C[C@]1(C)CN1
Charge: 0


[3]
Here is C5H7N in the gas phase from the OMol25 dataset. Energies are from the ωB97M-V functional and the def2-TZVPD basis.

```
13
C5H7N | the OMol25 dataset | the ωB97M-V functional and the def2-TZVPD basis
C 2.8907 -0.4542 0.1290
C 1.8529 0.1526 0.0743
C 0.5587 0.8453 0.0189
N -0.4660 0.0180 0.6394
C -1.0884 -0.9583 -0.2302
C -1.8360 0.2424 0.2226
H 3.8066 -0.9999 0.1903
H 0.6213 1.7928 0.5668
H 0.3238 1.0940 -1.0333
H -1.2698 -1.9361 0.2077
H -0.7785 -0.9740 -1.2764
H -2.5771 0.1656 1.0147
H -2.0382 1.0118 -0.5238
```

ΔE to the lowest compared entry with this formula, charge and spin in kcal per mole: 75.5
Energy in eV: -6785.239
LUMO energy in eV: 1.15
SMILES: C#CCN1CC1
Charge: 0


[4]
Here is C5H7N in the gas phase in a non-equilibrium geometry from the OMol25 dataset. Energies are from the ωB97M-V functional and the def2-TZVPD basis.

```
13
C5H7N | the OMol25 dataset | the ωB97M-V functional and the def2-TZVPD basis
C 2.1183 -0.7693 0.6509
C -0.8705 1.0698 0.7104
C 0.7660 0.5472 -0.9150
C -0.1921 0.2001 0.0242
C -0.6702 -1.2288 0.1234
N 1.8718 0.0177 -0.1893
H -1.6810 0.7704 1.3742
H -0.7911 2.1937 0.8477
H 0.7350 0.1751 -1.9500
H 0.8784 1.6429 -1.1533
H 0.1334 -1.7669 0.5572
H -0.7399 -1.5799 -0.8250
H -1.5580 -1.2721 0.7445
```

ΔE to the lowest compared entry with this formula, charge and spin in kcal per mole: 77.2
Energy in eV: -6785.165
LUMO energy in eV: 0.88
Charge: 0


[5]
Here is C5H7N in the gas phase in a non-equilibrium geometry from the OMol25 dataset. Energies are from the ωB97M-V functional and the def2-TZVPD basis.

```
13
C5H7N | the OMol25 dataset | the ωB97M-V functional and the def2-TZVPD basis
C -1.2984 0.7352 0.0745
C -1.1342 -0.7541 0.0231
C -0.0891 0.8907 -0.7679
N 0.9014 -0.1017 -0.6212
C 1.7044 -0.1245 0.5359
C 0.2269 -1.1279 0.0803
H -1.3259 1.1719 1.1030
H -2.1803 1.1198 -0.4517
H -1.9425 -1.4496 -0.1733
H 0.1417 1.7702 -1.3544
H 1.8339 0.7979 1.1109
H 2.5777 -0.7833 0.4922
H 0.5844 -2.1447 -0.0513
```

ΔE to the lowest compared entry with this formula, charge and spin in kcal per mole: 139.7
Energy in eV: -6782.456
LUMO energy (spin up / spin down) in eV: 0.19 / 0.59
Charge: 0


[6]
Here is C5H7N in the gas phase in a non-equilibrium geometry from the OMol25 dataset. Energies are from the ωB97M-V functional and the def2-TZVPD basis.

```
13
C5H7N | the OMol25 dataset | the ωB97M-V functional and the def2-TZVPD basis
C -1.4866 -0.0880 0.2570
C -0.3068 0.2307 -0.6525
C 0.8248 1.0838 -0.0537
C 0.8814 -0.6611 -0.7380
C 1.0894 -1.5636 0.3604
N 1.3109 -2.4256 1.1107
H -2.0837 -0.9008 -0.1765
H -2.1380 0.7883 0.3744
H -1.1445 -0.4135 1.2478
H -0.6256 0.6065 -1.6308
H 0.7979 1.1881 1.0319
H 1.0537 1.9875 -0.6270
H 1.7907 0.4451 -0.3742
```

ΔE to the lowest compared entry with this formula, charge and spin in kcal per mole: 89.9
Energy in eV: -6784.616
LUMO energy in eV: 0.25
Charge: 0


[7]
Here is C5H7N in the gas phase from the OMol25 dataset. Energies are from the ωB97M-V functional and the def2-TZVPD basis.

```
13
C5H7N | the OMol25 dataset | the ωB97M-V functional and the def2-TZVPD basis
C 1.7054 0.6006 -0.3452
N 0.4444 0.7494 0.3458
C -0.1035 0.2433 1.6107
C -0.6723 0.0742 0.2642
C -1.5432 -0.6301 -0.5303
C -1.5521 -0.4697 -1.9261
H 1.4858 0.5147 -1.4106
H 2.2447 -0.2965 -0.0076
H 2.3133 1.4833 -0.1502
H 0.3579 -0.6254 2.0857
H -0.4771 1.0078 2.2885
H -2.0405 -1.3531 0.1251
H -2.1627 -1.2985 -2.3498
```

ΔE to the lowest compared entry with this formula, charge and spin in kcal per mole: 129.5
Energy in eV: -6782.899
LUMO energy in eV: -0.01
Charge: 0


[8]
Here is C5H7N in the gas phase from the OMol25 dataset. Energies are from the ωB97M-V functional and the def2-TZVPD basis.

```
13
C5H7N | the OMol25 dataset | the ωB97M-V functional and the def2-TZVPD basis
C 1.8936 0.0583 0.1355
C 0.3997 0.0756 0.0346
C -0.3979 -0.9735 -0.2171
N -1.7662 -0.4655 -0.2046
C -1.7641 1.1017 -0.0060
C -0.4269 1.2796 0.1700
H 2.2347 0.7630 0.9005
H 2.2819 -0.9351 0.3786
H 2.3355 0.3751 -0.8160
H -0.1950 -2.0205 -0.3990
H -2.3352 -0.7248 -1.0104
H -2.2696 -0.7799 0.6263
H 0.0095 2.2460 0.4076
```

ΔE to the lowest compared entry with this formula, charge and spin in kcal per mole: 76.1
Energy in eV: -6785.211
LUMO energy in eV: 0.74
Charge: 0


[9]
Here is C5H7N in the gas phase in a non-equilibrium geometry from the OMol25 dataset. Energies are from the ωB97M-V functional and the def2-TZVPD basis.

```
13
C5H7N | the OMol25 dataset | the ωB97M-V functional and the def2-TZVPD basis
C -0.9030 -0.1451 -0.9631
C -0.9617 -0.6897 0.4590
C 0.5701 -0.2780 -0.9100
C 1.0968 0.2643 0.4003
N 1.1015 1.6760 0.4443
C 0.0047 -0.2066 1.2820
H -1.3910 -0.7785 -1.7129
H -1.3200 0.8742 -1.0393
H -1.7137 -1.4148 0.7368
H 1.1183 -0.8496 -1.6596
H 2.0898 -0.1432 0.6180
H 0.2346 1.9860 -0.0126
H 0.0735 -0.2948 2.3570
```

ΔE to the lowest compared entry with this formula, charge and spin in kcal per mole: 115.1
Energy in eV: -6783.521
LUMO energy (spin up / spin down) in eV: 0.41 / -0.02
Charge: 0


[10]
Here is C5H7N in the gas phase from the OMol25 dataset. Energies are from the ωB97M-V functional and the def2-TZVPD basis.

```
13
C5H7N | the OMol25 dataset | the ωB97M-V functional and the def2-TZVPD basis
C 1.4105 0.8983 -2.1715
C 0.5562 0.2027 -1.2120
C -0.0614 -0.3698 -0.3491
C -0.6657 -1.0422 0.7800
C -0.6707 -0.3133 2.0748
N -1.9217 -0.5831 1.3792
H 1.8684 0.1888 -2.8676
H 2.2133 1.4138 -1.6340
H 0.8552 1.6406 -2.7523
H -0.5508 -2.1234 0.7948
H -0.2794 0.7023 2.0613
H -0.5023 -0.8670 2.9938
H -2.2514 0.2521 0.9027
```

ΔE to the lowest compared entry with this formula, charge and spin in kcal per mole: 63.9
Energy in eV: -6785.741
LUMO energy in eV: 0.99
SMILES: CC#C[C@H]1CN1
Charge: 0


[11]
Here is C5H7N in the gas phase from the OMol25 dataset. Energies are from the ωB97M-V functional and the def2-TZVPD basis.

```
13
C5H7N | the OMol25 dataset | the ωB97M-V functional and the def2-TZVPD basis
C 1.1358 -0.5521 -0.1535
C -0.1340 -0.0549 -0.8946
C -1.2608 -0.5879 -0.0228
N -0.7739 0.3113 1.1065
C -0.1747 1.1731 0.0632
C 0.7332 0.4223 0.9296
H 1.1714 -1.6004 0.1746
H 2.0581 -0.3010 -0.6825
H -0.1604 -0.0065 -1.9805
H -1.3550 -1.6683 0.1614
H -2.2301 -0.2219 -0.3930
H -0.4039 2.2293 0.0107
H 1.3943 0.8573 1.6808
```

ΔE to the lowest compared entry with this formula, charge and spin in kcal per mole: 73.6
Energy in eV: -6785.322
LUMO energy in eV: 1.15
SMILES: C1[C@H]2CN3[C@H]2[C@H]13
Charge: 0


[12]
Here is C5H7N in the gas phase in a non-equilibrium geometry from the OMol25 dataset. Energies are from the ωB97M-V functional and the def2-TZVPD basis.

```
13
C5H7N | the OMol25 dataset | the ωB97M-V functional and the def2-TZVPD basis
C 0.2952 1.8545 0.4433
C -0.0524 0.4440 -0.0021
C 0.0213 -0.1704 -1.2213
C -0.1745 -1.5574 -0.9915
C -0.3269 -1.7458 0.3658
N -0.2097 -0.5174 0.9637
H 0.9874 1.9180 1.2757
H 0.8133 2.3047 -0.4095
H -0.6081 2.4539 0.5476
H 0.0298 0.3932 -2.1374
H -0.3269 -2.3421 -1.7165
H -0.2791 -2.6602 0.9210
H -0.1695 -0.3752 1.9610
```

ΔE to the lowest compared entry with this formula, charge and spin in kcal per mole: 6.0
Energy in eV: -6788.254
LUMO energy in eV: 1.05
SMILES: Cc1ccc[nH]1
Charge: 0


[13]
Here is C5H7N in the gas phase in a non-equilibrium geometry from the OMol25 dataset. Energies are from the ωB97M-V functional and the def2-TZVPD basis.

```
13
C5H7N | the OMol25 dataset | the ωB97M-V functional and the def2-TZVPD basis
N 2.8943 0.0520 1.1377
C 1.9674 -0.1110 0.4629
C 0.7753 -0.2585 -0.3703
C -0.4175 -1.0266 0.2616
C -1.3217 0.2253 0.0940
C -0.1192 1.0317 -0.4379
H 1.0789 -0.6560 -1.3443
H -0.7307 -1.9048 -0.3069
H -0.2493 -1.3143 1.3017
H -2.1307 0.0988 -0.6296
H -1.7438 0.5927 1.0318
H 0.2293 1.8162 0.2383
H -0.2323 1.4545 -1.4389
```

ΔE to the lowest compared entry with this formula, charge and spin in kcal per mole: 22.6
Energy in eV: -6787.533
LUMO energy in eV: 0.94
SMILES: N#CC1CCC1
Charge: 0


[14]
Here is C5H7N in the gas phase from the OMol25 dataset. Energies are from the ωB97M-V functional and the def2-TZVPD basis.

```
13
C5H7N | the OMol25 dataset | the ωB97M-V functional and the def2-TZVPD basis
C 0.5672 -0.9792 0.1400
C 1.0479 0.1825 -0.7686
C 0.2391 1.4105 -0.6337
C -0.7182 1.0923 0.4392
N -1.6892 0.0905 -0.0580
C -0.6420 -0.3727 0.8169
H 1.3287 -1.2824 0.8666
H 0.3068 -1.8711 -0.4440
H 1.3801 -0.0676 -1.7709
H 1.9214 0.7133 -0.3448
H -1.1579 1.8596 1.0684
H -1.5169 -0.1518 -1.0347
H -0.9760 -0.7162 1.7930
```

ΔE to the lowest compared entry with this formula, charge and spin in kcal per mole: 99.4
Energy in eV: -6784.204
LUMO energy in eV: 0.29
Charge: 0


[15]
Here is C5H7N in the gas phase from the OMol25 dataset. Energies are from the ωB97M-V functional and the def2-TZVPD basis.

```
13
C5H7N | the OMol25 dataset | the ωB97M-V functional and the def2-TZVPD basis
C -0.6703 0.2234 -1.1639
C -0.4723 -1.0361 -0.7749
C 0.1026 -1.0974 0.6068
N 1.4005 -0.4699 0.8754
C 0.2018 0.3273 1.0645
C -0.2277 1.2103 -0.1081
H -1.0417 0.5405 -2.1346
H -0.7061 -1.9187 -1.3630
H -0.1102 -1.9613 1.2316
H 1.8860 -0.2048 0.0216
H 0.0069 0.6652 2.0809
H -0.9998 1.9417 0.1559
H 0.6304 1.7797 -0.4921
```

ΔE to the lowest compared entry with this formula, charge and spin in kcal per mole: 37.0
Energy in eV: -6786.908
LUMO energy in eV: 1.17
SMILES: C1=C[C@H]2N[C@H]2C1
Charge: 0


[16]
Here is C5H7N in the gas phase from the OMol25 dataset. Energies are from the ωB97M-V functional and the def2-TZVPD basis.

```
13
C5H7N | the OMol25 dataset | the ωB97M-V functional and the def2-TZVPD basis
C 1.9928 0.3612 -0.1622
C 0.6637 0.2324 -0.1795
C -0.4342 1.1969 -0.3142
C -1.5529 0.5938 0.1320
N -1.3549 -0.7222 0.5380
C -0.0124 -1.0963 0.1005
H 2.5291 1.2506 -0.4761
H 2.5770 -0.4791 0.2032
H -0.3330 2.2606 -0.4910
H -2.5305 1.0362 0.2912
H -2.0919 -1.3799 0.3282
H 0.5155 -1.6820 0.8589
H -0.0490 -1.6806 -0.8333
```

ΔE to the lowest compared entry with this formula, charge and spin in kcal per mole: 26.6
Energy in eV: -6787.360
LUMO energy in eV: 1.03
SMILES: C=C1C=CNC1
Charge: 0


[17]
Here is a molecular structure, C5H7N in a non-equilibrium geometry from the OMol25 dataset. Energies are from the ωB97M-V functional and the def2-TZVPD basis.

```
13
C5H7N | the OMol25 dataset | the ωB97M-V functional and the def2-TZVPD basis
C -0.0904 0.2325 -1.0213
C 1.7006 0.8216 -0.6686
C 0.8590 -0.3066 -0.0323
C -0.5426 0.1291 0.3587
C -1.6278 -0.8767 0.7666
N 0.6270 1.1366 -1.6085
H 1.8123 1.8038 -0.1053
H 2.5003 0.4626 -1.4171
H 0.9761 -1.2969 0.3162
H -0.6675 1.1931 0.7083
H -2.1489 -0.3932 1.5146
H -1.2005 -1.6996 1.2427
H -2.1975 -1.2063 -0.0540
```

ΔE to the lowest compared entry with this formula, charge and spin in kcal per mole: 52.1
Energy in eV: -6781.336
LUMO energy (spin up / spin down) in eV: 1.16 / -0.87
Expectation value of S²: 2.007
Spin multiplicity: 3
Charge: 0


[18]
Here is 2 unconnected molecules or ions with the total composition C5H7N2 in a non-equilibrium geometry from the OMol25 dataset. Energies are from the ωB97M-V functional and the def2-TZVPD basis.

```
14
C5H7N2 | the OMol25 dataset | the ωB97M-V functional and the def2-TZVPD basis
C 2.8201 -0.0365 -0.6017
C 1.8090 0.0385 0.0999
C -1.0438 -1.2780 -0.2991
C -1.4892 0.1814 -0.5457
C 0.5093 -0.0980 0.7415
N 0.0112 -1.3728 0.4257
N -0.5514 0.9075 0.2925
H 3.7947 -0.1511 -0.7491
H -1.7594 -1.9807 -0.5990
H -1.3126 0.3364 -1.6693
H -2.5906 0.3613 -0.4617
H 0.8869 0.2041 2.2735
H -0.0720 1.6313 -0.0881
H -1.0121 1.2565 1.1806
```

ΔE to the lowest compared entry with this formula, charge and spin in kcal per mole: 150.3
Energy in eV: -8266.262
LUMO energy in eV: -4.55
Charge: +1


[19]
Here is a gas-phase ion, C5H7N2 (charge +1) in a non-equilibrium geometry from the OMol25 dataset. Energies are from the ωB97M-V functional and the def2-TZVPD basis.

```
14
C5H7N2 | the OMol25 dataset | the ωB97M-V functional and the def2-TZVPD basis
C -0.9249 1.2524 0.1410
C 0.8796 -0.4411 0.2555
C -0.2717 -1.0333 2.3158
C 0.2436 0.7034 -0.5137
C -0.0108 0.3713 -2.0384
N 0.2901 -0.7687 1.2712
N -1.8580 1.5686 0.6988
H 1.7500 -1.0482 -0.1087
H -0.9927 -1.8050 2.2911
H -0.1128 -0.6535 3.2297
H 1.1140 1.4380 -0.3359
H -0.2901 1.0718 -2.7153
H -0.6126 -0.4855 -2.0320
H 0.7962 -0.1703 -2.4592
```

ΔE to the lowest compared entry with this formula, charge and spin in kcal per mole: 130.2
Energy in eV: -8262.793
LUMO energy (spin up / spin down) in eV: -5.20 / -10.80
Expectation value of S²: 2.007
Spin multiplicity: 3
Charge: +1


[20]
Here is a gas-phase ion, C5H7N2 (charge +1) in a non-equilibrium geometry from the OMol25 dataset. Energies are from the ωB97M-V functional and the def2-TZVPD basis.

```
14
C5H7N2 | the OMol25 dataset | the ωB97M-V functional and the def2-TZVPD basis
C -2.0119 -1.3172 -0.1953
C -1.3233 0.1027 -0.7078
C -2.8593 -2.0135 0.2442
C 0.7177 1.2528 -0.4856
C 0.5217 -0.8723 0.8067
N -0.1159 0.2117 -0.1148
N 0.3032 2.2446 -1.2178
H -3.5975 -2.7318 0.2658
H 1.5616 1.2048 0.1930
H 1.4481 -0.4112 1.1723
H -0.0892 -0.9666 1.5997
H 0.7579 -1.5899 0.0698
H 0.8602 3.1442 -1.1751
H -0.5814 2.1845 -1.7005
```

ΔE to the lowest compared entry with this formula, charge and spin in kcal per mole: 91.4
Energy in eV: -8264.473
LUMO energy (spin up / spin down) in eV: -3.67 / -7.05
Expectation value of S²: 2.036
Spin multiplicity: 3
Charge: +1